#P
12
Properties=species:S:1:pos:R:3 method="wB97M-V/def2-TZVPD" gap_ev=10.86 homo_energy_ev=-10.897
C 2.060 -0.216 0.268
C 0.694 1.248 -1.156
C -0.350 -0.496 0.330
C 0.830 0.452 0.192
N 3.035 -0.806 0.192
N 0.058 2.583 -1.191
N 1.279 2.546 -1.414
H 0.460 0.500 -1.840
H -0.242 -1.259 -0.538
H -0.276 -1.074 1.285
H -1.247 0.006 0.248
H 0.847 1.223 1.032

***

#Q
12
Properties=species:S:1:pos:R:3 method="wB97M-V/def2-TZVPD" gap_ev=10.16 homo_energy_ev=-9.564
C 1.395 -1.277 -1.502
N 1.319 -0.828 -0.322
C -0.585 0.430 1.307
C 0.250 1.594 1.359
N 0.910 2.549 1.411
C -1.830 0.438 0.871
N -2.964 0.334 0.436
H 1.898 -0.778 -2.339
H -2.940 0.213 -0.564
H 0.858 -2.204 -1.710
H 1.789 0.076 -0.260
H -0.100 -0.547 1.314

***

Stability summary: most stable #Q, least stable #P.

***

#P
9
Properties=species:S:1:pos:R:3 method="wB97M-V/def2-TZVPD" gap_ev=9.51 homo_energy_ev=-8.833
O -0.537 1.337 0.613
C -0.284 0.973 -0.616
C -0.215 1.658 -1.813
O 0.083 -0.100 -1.157
C 0.799 -2.067 1.329
N 0.353 -1.023 1.501
H -0.280 0.645 1.258
H -1.144 1.621 -2.386
H 1.226 -3.044 1.271

***

#Q
9
Properties=species:S:1:pos:R:3 method="wB97M-V/def2-TZVPD" gap_ev=10.65 homo_energy_ev=-10.319
O -0.450 1.905 0.880
C -0.262 0.952 0.167
C -0.508 -0.430 0.697
O 0.345 -1.240 -0.140
C 0.780 -0.387 -1.096
N 0.481 0.856 -1.027
H -0.232 -0.085 1.710
H -1.504 -0.871 0.696
H 1.389 -0.826 -1.886

***

#R
9
Properties=species:S:1:pos:R:3 method="wB97M-V/def2-TZVPD" gap_ev=9.90 homo_energy_ev=-9.079
O -0.119 2.365 -0.560
C 0.006 1.208 -0.269
N -0.765 0.399 0.525
C -0.248 -0.905 0.523
C 0.856 -0.833 -0.230
O 1.054 0.406 -0.727
H -1.486 0.783 1.116
H -0.779 -1.769 0.162
H 1.481 -1.654 -0.540

***

#S
9
Properties=species:S:1:pos:R:3 method="wB97M-V/def2-TZVPD" gap_ev=9.16 homo_energy_ev=-11.129
O 1.461 1.000 -0.750
C 0.351 0.710 -0.399
C -0.056 0.583 1.082
O 0.737 0.819 1.949
C -0.743 0.443 -1.359
N -1.633 0.229 -2.067
H 0.856 -2.043 0.223
H 0.203 -2.186 -0.102
H -1.101 0.266 1.272

***

Stability summary: most stable #R, least stable #P.

***

#P
9
Properties=species:S:1:pos:R:3 method="wB97M-V/def2-TZVPD" gap_ev=11.69 homo_energy_ev=-11.736
C -1.224 -0.249 0.216
O -0.487 0.424 -0.812
C 0.816 0.652 -0.680
O 1.402 1.483 -1.313
C 1.560 -0.220 0.262
N 2.225 -0.871 0.948
H -0.804 -1.232 0.453
H -1.258 0.375 1.113
H -2.229 -0.363 -0.188

***

#Q
9
Properties=species:S:1:pos:R:3 method="wB97M-V/def2-TZVPD" gap_ev=10.93 homo_energy_ev=-11.040
C -1.683 0.144 0.184
O -1.172 1.028 -0.454
C 1.184 0.749 -1.307
O 1.649 1.774 -1.442
C 1.261 -1.034 0.665
N 2.387 -1.036 0.912
H 0.214 -1.047 0.454
H -1.617 0.113 1.289
H -2.222 -0.693 -0.301

***

#R
9
Properties=species:S:1:pos:R:3 method="wB97M-V/def2-TZVPD" gap_ev=9.25 homo_energy_ev=-9.723
O 0.132 1.928 -0.964
C 0.091 0.691 -0.344
C -1.072 0.331 0.207
O -2.120 0.086 0.636
C 1.254 -0.120 -0.212
N 2.218 -0.762 -0.138
H -0.051 1.802 -1.906
H -0.135 -1.761 1.673
H -0.369 -2.231 1.148

***

Stability summary: most stable #P, least stable #R.